# 1
{"formula": "C18H39O9P", "method": "the ωB97M-V functional and the def2-TZVPD basis", "homo_ev": -9.44, "gap_ev": 9.962, "smiles": "COP(=O)(OC)OC.CC(C)=O.CC(C)=O.CC(C)=O.CC(C)=O.CC(C)=O", "e_above_lowest_ev": 0.0000, "lumo_energy_ev": 0.52, "symbols": ["C", "O", "P", "O", "O", "C", "O", "C", "H", "H", "H", "H", "H", "H", "H", "H", "H", "C", "C", "C", "O", "H", "H", "H", "H", "H", "H", "C", "C", "C", "O", "H", "H", "H", "H", "H", "H", "C", "C", "C", "O", "H", "H", "H", "H", "H", "H", "C", "C", "C", "O", "H", "H", "H", "H", "H", "H", "C", "C", "C", "O", "H", "H", "H", "H", "H", "H"], "xyz": [[113.63, 34.61, 41.98], [114.75, 33.79, 41.54], [116.34, 34.37, 41.29], [116.71, 35.45, 42.22], [117.30, 33.10, 41.59], [117.67, 32.80, 42.85], [116.59, 34.84, 39.80], [115.50, 35.22, 38.95], [114.17, 35.10, 42.78], [112.82, 34.04, 42.38], [113.42, 35.17, 41.28], [116.75, 32.81, 43.60], [118.41, 33.49, 43.17], [118.12, 31.69, 42.92], [114.70, 34.50, 38.83], [115.98, 35.45, 38.20], [115.03, 36.06, 39.27], [115.08, 29.84, 41.78], [114.39, 28.47, 41.83], [114.83, 27.23, 42.72], [113.44, 28.22, 41.13], [115.81, 29.48, 41.08], [115.38, 30.16, 42.75], [114.33, 30.37, 41.20], [115.24, 26.56, 42.16], [114.12, 26.77, 43.30], [115.83, 27.55, 43.22], [117.71, 32.15, 36.23], [116.50, 31.77, 37.11], [116.85, 31.14, 38.44], [115.30, 31.90, 36.67], [117.40, 31.84, 35.24], [118.66, 31.38, 36.35], [117.98, 33.26, 36.32], [116.26, 30.38, 38.72], [116.92, 31.90, 39.24], [117.72, 30.58, 38.56], [111.34, 30.90, 41.08], [111.56, 31.15, 39.58], [112.95, 31.20, 39.00], [110.54, 31.31, 38.86], [110.20, 31.12, 41.16], [111.90, 31.59, 41.78], [111.48, 29.76, 41.32], [112.90, 31.64, 37.88], [113.62, 30.28, 39.02], [113.50, 31.83, 39.71], [115.70, 33.56, 33.31], [116.38, 34.71, 34.04], [115.55, 35.75, 34.70], [117.58, 34.93, 33.98], [116.40, 32.79, 33.13], [114.97, 33.75, 32.53], [114.97, 33.06, 34.10], [114.65, 35.19, 35.26], [114.85, 36.34, 34.13], [115.99, 36.53, 35.27], [115.82, 25.42, 39.35], [115.97, 26.88, 38.78], [115.29, 27.10, 37.47], [116.71, 27.72, 39.24], [114.72, 25.44, 39.54], [116.30, 25.23, 40.32], [116.08, 24.72, 38.58], [114.16, 27.17, 37.87], [115.33, 26.32, 36.98], [115.59, 27.89, 36.89]]}



# 2
{"formula": "CHHgLiO", "method": "the ωB97M-V functional and the def2-TZVPD basis", "homo_ev": -6.37, "gap_ev": 5.195, "lumo_energy_ev": -1.17, "symbols": ["H", "Hg", "O", "C", "Li"], "xyz": [[-0.81, -0.30, -0.17], [-0.55, -1.36, 1.78], [0.96, 0.51, -0.75], [0.79, -0.65, -0.89], [-0.39, 1.80, 0.03]]}



# 3
{"formula": "B4F16Pt", "method": "the ωB97M-V functional and the def2-TZVPD basis", "homo_ev": [-4.57, -4.16], "gap_ev": [10.059, 8.908], "charge": -2, "e_above_lowest_ev": 1.2369, "s2": 2.00, "lumo_energy_ev": [5.49, 4.75], "spin_multiplicity": 3, "symbols": ["Pt", "B", "F", "F", "F", "F", "B", "F", "F", "F", "F", "B", "F", "F", "F", "F", "B", "F", "F", "F", "F"], "xyz": [[-0.16, -0.23, -0.01], [0.32, 2.19, -1.85], [0.82, 3.36, -1.30], [-0.35, 2.54, -3.03], [1.30, 1.23, -1.99], [-0.69, 1.69, -0.93], [-1.25, 0.73, 2.46], [-1.84, 0.46, 3.70], [-0.01, 0.08, 2.40], [-2.00, 0.13, 1.43], [-1.09, 2.11, 2.28], [2.43, -0.86, 0.42], [1.82, 0.40, 0.65], [1.34, -1.71, 0.65], [2.75, -1.12, -0.90], [3.49, -1.14, 1.29], [-1.42, -2.00, -1.04], [-1.45, -2.10, 0.34], [-1.98, -3.08, -1.70], [-1.98, -0.81, -1.39], [-0.05, -1.87, -1.50]]}



# 4
{"formula": "C3H7O2S", "method": "the ωB97M-V functional and the def2-TZVPD basis", "homo_ev": -3.99, "gap_ev": 7.190, "charge": -1, "e_above_lowest_ev": 0.7360, "lumo_energy_ev": 3.20, "symbols": ["C", "S", "C", "H", "H", "H", "H", "H", "H", "O", "C", "O", "H"], "xyz": [[0.35, -0.04, 0.34], [1.37, 1.00, 1.48], [2.71, -0.19, 1.82], [-0.52, 0.56, 0.09], [0.02, -0.86, 0.95], [0.92, -0.21, -0.55], [2.65, -0.51, 2.87], [2.65, -1.06, 1.18], [3.66, 0.31, 1.66], [-2.96, -0.82, -1.17], [-2.31, -0.64, -2.21], [-1.11, -0.32, -2.37], [-2.88, -0.78, -3.17]]}



# 5
{"formula": "C4H6N2O2", "method": "the ωB97M-V functional and the def2-TZVPD basis", "homo_ev": -8.66, "gap_ev": 9.491, "e_above_lowest_ev": 9.7934, "lumo_energy_ev": 0.83, "symbols": ["C", "C", "C", "C", "H", "H", "H", "H", "H", "H", "N", "N", "O", "O"], "xyz": [[1.40, -0.19, -0.01], [-1.09, 0.36, 0.73], [-2.06, -0.44, -0.09], [-0.53, -0.67, -0.41], [3.07, -1.20, 0.04], [1.79, 1.99, -0.36], [-0.89, 0.18, 1.71], [-2.72, 0.08, -0.97], [-2.81, -1.35, 0.35], [-0.08, 0.15, -1.21], [2.67, -0.19, 0.28], [0.98, 1.06, -0.32], [-0.32, 1.53, 0.14], [0.59, -1.31, 0.12]]}



Max |F|: 10.22, 3.29, 3.12, 1.75, 6.57 (eV Å⁻¹)